[1]
C30H48BrCuN3P2Se as an isolated structure, computed with ωB97M-V/def2-TZVPD.

Each line ends with the Mulliken charge.
Positions of all 86 atoms, in Å:
N1 1.032 -6.220 5.461  -0.5262
C1 0.818 -4.982 5.894  -0.3920
C2 0.842 -3.863 5.052  -0.4956
C3 0.973 -4.025 3.645  0.3406
C4 1.283 -5.366 3.219  -0.3191
C5 1.292 -6.402 4.166  -0.4514
C6 0.734 -2.881 2.781  -1.6766
Cu1 0.498 -1.196 0.789  -0.5585
P1 -2.209 -0.060 -3.151  -0.0070
C7 0.247 -2.970 1.436  0.5163
C8 -1.264 -3.074 1.222  0.6758
C9 -1.751 -3.961 0.241  -0.4627
C10 -3.123 -4.075 0.010  -0.6275
C11 -4.038 -3.373 0.815  -0.2113
C12 -3.566 -2.538 1.841  -0.7066
C13 -2.193 -2.453 2.085  0.0408
Br1 -5.857 -3.488 0.431  -0.1131
H1 0.832 -1.879 3.221  0.4045
H2 0.860 -3.547 0.718  1.1533
H3 0.704 -2.872 5.481  0.4000
H4 1.506 -5.619 2.182  0.3586
H5 0.611 -4.857 6.961  0.3627
H6 1.487 -7.442 3.888  0.3749
H7 -1.053 -4.599 -0.311  0.5085
H8 -1.820 -1.881 2.938  0.5173
H9 -3.474 -4.731 -0.780  0.5045
H10 -4.260 -1.962 2.438  0.5120
P2 2.227 -1.282 -0.555  0.9190
C14 -3.502 -0.038 -1.877  0.6215
C15 -4.893 0.055 -2.533  -1.4105
H11 -3.325 0.821 -1.212  -0.1449
H12 -3.399 -0.962 -1.287  -0.2120
H13 -5.649 0.327 -1.786  0.4031
H14 -4.898 0.819 -3.322  0.4115
H15 -5.184 -0.904 -2.983  0.3664
C16 -1.743 -1.798 -3.394  0.8179
C17 -2.023 -2.282 -4.829  -1.4730
H16 -2.308 -2.389 -2.654  0.1320
H17 -0.673 -1.908 -3.181  -0.3037
H18 -1.827 -3.358 -4.900  0.4171
H19 -3.065 -2.100 -5.119  0.3930
H20 -1.374 -1.768 -5.549  0.4114
C18 -0.857 1.094 -2.762  0.9078
C19 -1.051 2.443 -3.482  -1.4442
H21 0.082 0.621 -3.086  0.2462
H22 -0.826 1.224 -1.671  -0.5462
H23 -0.114 3.015 -3.502  0.3838
H24 -1.371 2.284 -4.521  0.4395
H25 -1.815 3.063 -2.995  0.3488
C20 2.762 0.374 -1.105  0.4178
C21 3.919 0.535 -2.099  -1.4726
H26 2.955 0.915 -0.167  -0.0570
H27 1.854 0.829 -1.534  -0.0425
H28 4.899 0.335 -1.640  0.2974
H29 3.793 -0.097 -2.991  0.3360
H30 3.927 1.579 -2.447  0.4552
C22 1.627 -2.065 -2.093  0.6211
C23 1.383 -3.577 -2.008  -1.3115
H31 2.335 -1.804 -2.901  0.4062
H32 0.678 -1.530 -2.275  -1.1888
H33 2.309 -4.115 -1.754  0.3980
H34 0.617 -3.816 -1.253  0.1566
H35 1.020 -3.933 -2.986  0.4966
C24 3.747 -2.225 -0.167  -0.7352
C25 4.593 -1.609 0.941  -1.1649
H36 4.309 -2.322 -1.108  0.5646
H37 3.427 -3.246 0.095  0.5101
H38 4.923 -2.399 1.624  0.3680
H39 5.478 -1.136 0.500  0.3063
H40 4.036 -0.871 1.533  0.2465
C26 -1.949 2.352 0.902  -0.8288
N2 -0.637 2.907 0.608  0.4472
C27 -0.412 4.131 -0.011  -0.5395
C28 0.920 4.376 0.069  -0.6650
N3 1.503 3.309 0.731  0.2703
C29 2.900 3.266 1.137  -0.9902
C30 0.549 2.374 1.047  -0.1843
Se1 0.728 0.829 2.044  -0.2587
H41 -1.872 1.674 1.766  0.3208
H42 -2.331 1.784 0.041  0.4212
H43 -2.651 3.168 1.122  0.4198
H44 -1.233 4.717 -0.403  0.5451
H45 1.494 5.232 -0.241  0.5615
H46 3.551 3.033 0.284  0.3334
H47 3.198 4.244 1.533  0.4087
H48 3.019 2.500 1.912  0.3232

- Relative energy (zero: lowest compared OMol25 entry of this formula, charge and spin): 207.36 kJ/mol
- Total charge: +2
- Expectation value of S²: 0.7516
- Molecular weight: 735.09 Da
- Kohn-Sham gap (spin up / spin down): 0.198 / 0.120 Eh
- DFT total energy: -8634.1749 hartree
- HOMO energy (spin up / spin down): -11.8 / -11.8 eV
- LUMO level (spin up / spin down): -0.23705 / -0.31502 hartree
- Spin multiplicity: 2



[2]
C4H7N2OS as an isolated structure, computed with ωB97M-V/def2-TZVPD.

Each line ends with the Mulliken charge.
Positions of all 15 atoms, in Å:
C1 1.421 -1.845 -1.605  0.3885
C2 0.288 -0.004 -0.803  0.4629
C3 0.962 -1.790 0.732  -0.9030
C4 -0.911 1.964 -0.210  -0.5914
N1 1.936 -2.446 -2.425  -0.2921
N2 0.864 -1.153 -0.584  0.0357
O1 -0.219 0.747 0.059  -0.2490
S1 0.106 0.417 -3.178  -0.0875
H1 1.509 -1.148 1.423  0.3494
H2 1.491 -2.735 0.616  0.3688
H3 -0.036 -1.980 1.126  0.3520
H4 -0.569 2.410 -1.145  0.3842
H5 -0.721 2.622 0.637  0.2505
H6 -1.982 1.751 -0.270  0.3039
H7 1.413 0.254 -3.398  0.2271

- Relative energy (zero: lowest compared OMol25 entry of this formula, charge and spin): 378.02 kJ/mol
- Total charge: +1
- Molecular weight: 131.18 Da
- Kohn-Sham gap: 0.309 Eh
- DFT total energy: -739.1600 hartree
- HOMO energy: -14.6 eV
- LUMO level: -0.22793 hartree



[3]
One molecule with the formula C4H9NO3, computed with ωB97M-V/def2-TZVPD.

Each line ends with the Mulliken charge.
Positions of all 17 atoms, in Å:
C1 0.659 -2.147 1.057  -0.6254
C2 -0.491 0.189 0.604  0.0077
C3 -1.824 0.373 0.437  -0.8173
O1 -0.003 -1.286 0.152  -0.3176
H1 -0.047 0.385 1.574  0.3599
H2 1.555 -2.524 0.556  0.2272
H3 0.974 -1.683 1.996  0.3017
H4 -0.010 -2.989 1.249  0.2229
H5 -2.304 0.148 -0.503  0.3063
H6 -2.420 0.825 1.215  0.2800
C4 0.719 0.872 -0.663  0.9159
N1 0.079 1.141 -1.901  -0.6363
O2 1.151 2.043 -0.053  -0.5224
O3 1.588 -0.101 -0.743  -0.5048
H7 1.226 2.728 -0.731  0.3278
H8 -0.111 0.298 -2.426  0.2441
H9 -0.740 1.728 -1.819  0.2302

- Relative energy (zero: lowest compared OMol25 entry of this formula, charge and spin): 614.17 kJ/mol
- Molecular weight: 119.12 Da
- Kohn-Sham gap (spin up / spin down): 0.276 / 0.258 Eh
- DFT total energy: -438.0951 hartree
- HOMO energy (spin up / spin down): -8.9 / -8.5 eV
- LUMO level (spin up / spin down): -0.04958 / -0.05289 hartree



[4]
C6H11CsN2 as an isolated structure, computed with ωB97M-V/def2-TZVPD.

Each line ends with the Mulliken charge.
Positions of all 20 atoms, in Å:
Cs1 -16.811 2.790 4.558  1.0405
C1 -20.335 3.713 11.034  -1.3649
C2 -21.581 4.343 10.447  -0.2281
N1 -21.696 4.161 8.981  0.1094
C3 -22.796 4.527 8.244  -0.5428
C4 -22.522 4.254 6.951  -0.2805
N2 -21.254 3.720 6.920  0.1503
C5 -20.780 3.691 8.164  -0.0916
C6 -20.547 3.281 5.719  -0.7028
H1 -20.489 3.615 12.106  0.3621
H2 -19.453 4.324 10.859  0.3707
H3 -20.175 2.700 10.658  0.3994
H4 -21.581 5.417 10.636  0.3292
H5 -22.489 3.938 10.888  0.3973
H6 -23.669 4.958 8.700  0.4542
H7 -23.111 4.352 6.056  0.4500
H8 -19.809 3.318 8.433  0.3790
H9 -20.677 2.207 5.573  0.4077
H10 -19.475 3.501 5.800  -0.0069
H11 -20.938 3.780 4.837  0.3678

- Relative energy (zero: lowest compared OMol25 entry of this formula, charge and spin): 0.00 kJ/mol
- Total charge: +2
- Molecular weight: 244.07 Da
- Kohn-Sham gap: 0.372 Eh
- DFT total energy: -364.3503 hartree
- HOMO energy: -16.7 eV
- LUMO level: -0.24157 hartree



[5]
One molecule with the formula C8H10N2S, computed with ωB97M-V/def2-TZVPD.

Each line ends with the Mulliken charge.
Positions of all 21 atoms, in Å:
C1 0.496 1.650 -2.125  0.0225
C2 0.867 -0.950 0.098  -0.0314
C3 0.291 -0.295 1.106  -0.7468
C4 0.806 0.388 -1.912  -0.3855
C5 0.977 -0.781 -1.333  0.9785
C6 -1.711 0.876 0.590  -0.0097
C7 1.539 -1.955 -2.107  -1.7737
C8 -0.219 1.659 2.270  -1.1953
N1 0.190 2.790 -2.342  -0.7108
N2 -0.536 0.784 1.184  0.2132
S1 -1.972 -0.349 -0.664  -0.0562
H1 1.340 -1.931 0.352  0.2593
H2 0.650 -0.623 2.037  0.5037
H3 -2.404 1.747 0.658  0.3696
H4 0.970 -2.773 -1.920  0.4690
H5 2.593 -2.088 -1.872  0.3662
H6 1.559 -1.731 -3.231  0.3261
H7 0.772 1.396 2.493  0.5063
H8 -0.089 2.755 1.751  0.3641
H9 -1.000 1.759 2.999  0.3607
H10 -3.375 -0.285 -0.707  0.1702

- Relative energy (zero: lowest compared OMol25 entry of this formula, charge and spin): 575.38 kJ/mol
- Molecular weight: 166.25 Da
- Kohn-Sham gap (spin up / spin down): 0.180 / 0.180 Eh
- DFT total energy: -818.2955 hartree
- HOMO energy (spin up / spin down): -6.0 / -6.0 eV
- LUMO level (spin up / spin down): -0.04094 / -0.04097 hartree



[6]
One molecule with the formula C9H8ClNO3, computed with ωB97M-V/def2-TZVPD.

Each line ends with the Mulliken charge.
Positions of all 22 atoms, in Å:
C1 2.553 2.055 1.037  0.3607
C2 2.077 1.126 0.414  -1.2009
C3 1.477 -0.056 -0.179  0.1419
C4 1.379 -1.045 0.954  0.2752
Cl1 2.759 -1.982 1.403  -0.1877
C5 0.311 -1.157 1.767  -0.7509
C6 -0.927 -0.511 1.465  -0.2688
C7 -0.972 0.222 0.337  -0.4042
N1 -2.220 1.013 0.040  0.9682
O1 -2.340 1.622 -1.045  -0.6065
O2 -2.984 1.114 0.980  -0.6164
C8 0.035 0.248 -0.769  0.3889
C9 -0.473 -0.746 -1.880  -0.7717
O3 -1.829 -1.103 -1.703  -0.5796
H1 2.853 3.041 1.408  0.4352
H2 1.941 -0.629 -1.061  0.4379
H3 0.533 -1.734 2.587  0.5267
H4 -1.699 -0.552 2.316  0.3455
H5 0.174 1.313 -1.200  0.3874
H6 0.129 -1.608 -1.971  0.5067
H7 -0.387 -0.254 -2.913  0.2424
H8 -2.391 -0.378 -1.989  0.3700

- Relative energy (zero: lowest compared OMol25 entry of this formula, charge and spin): 410.76 kJ/mol
- Molecular weight: 213.62 Da
- Kohn-Sham gap: 0.297 Eh
- DFT total energy: -1088.1886 hartree
- HOMO energy: -9.1 eV
- LUMO level: -0.03718 hartree
- SMILES string: C#C[C@H]1C(Cl)=CC=C([N+](=O)[O-])[C@@H]1CO



[7]
C42H64As3BrFeN3SSb as an isolated structure, computed with ωB97M-V/def2-TZVPD.

Each line ends with the Mulliken charge.
Positions of all 116 atoms, in Å:
Fe1 0.968 0.041 0.523  1.9860
C1 0.084 1.550 4.141  -1.2438
As1 -0.496 1.508 2.285  1.0678
C2 -2.373 1.144 2.636  -1.4460
C3 -0.405 3.442 1.979  -2.3831
C4 -1.097 4.155 0.804  2.6164
C5 -0.771 5.646 1.006  -2.4144
C6 -0.498 3.766 -0.561  -2.0294
As2 -0.331 1.895 -1.145  0.6938
C7 0.419 2.304 -2.892  -1.2849
C8 -2.129 1.457 -1.734  -0.5183
C9 -2.623 3.939 0.863  -0.8022
As3 -3.795 5.327 0.047  0.2875
C10 -4.105 4.556 -1.729  -1.0676
C11 -5.424 4.593 0.839  -1.1425
H1 -0.737 1.940 4.739  0.5733
H2 0.950 2.197 4.263  0.3691
H3 0.331 0.545 4.479  0.2751
H4 -2.761 1.951 3.252  0.6508
H5 -2.425 0.206 3.189  0.5838
H6 -2.965 1.063 1.727  0.0764
H7 0.670 3.650 1.931  0.5023
H8 -0.759 3.878 2.913  0.6522
H9 0.303 5.795 1.150  0.5277
H10 -1.293 6.040 1.881  0.4886
H11 -1.084 6.237 0.148  0.5633
H12 0.526 4.144 -0.611  0.7068
H13 -1.054 4.259 -1.358  0.6884
H14 -0.233 3.019 -3.391  0.6164
H15 0.488 1.402 -3.500  0.2631
H16 1.412 2.741 -2.787  0.3516
H17 -2.500 2.284 -2.331  0.6188
H18 -2.797 1.273 -0.897  -0.1594
H19 -2.109 0.553 -2.339  -0.0474
H20 -2.936 3.967 1.910  0.7579
H21 -2.911 2.964 0.469  -0.5207
H22 -3.246 4.699 -2.386  0.2722
H23 -4.948 5.094 -2.163  0.5108
H24 -4.364 3.499 -1.668  0.2398
H25 -5.474 4.843 1.898  0.3524
H26 -5.470 3.508 0.717  0.2759
H27 -6.283 5.040 0.339  0.4273
C12 -2.297 -3.085 3.590  -1.3168
S1 -1.026 -2.091 2.779  0.4162
C13 0.414 -3.121 3.127  -0.6780
H28 -2.234 -4.112 3.231  0.3696
H29 -3.265 -2.668 3.314  0.3310
H30 -2.178 -3.052 4.671  0.4288
H31 0.730 -3.017 4.164  0.5768
H32 1.212 -2.789 2.469  -0.3925
H33 0.188 -4.161 2.897  0.3493
C14 4.227 -0.618 -0.364  -0.7134
C15 5.270 -0.318 -1.482  -0.8718
N1 4.797 0.769 -2.346  -0.1511
C16 4.482 1.941 -1.535  -0.9566
C17 3.321 1.613 -0.557  0.3127
N2 2.984 0.154 -0.632  1.0951
C18 2.557 -0.176 -2.031  1.5478
C19 3.602 0.327 -3.056  -1.0394
H34 4.610 -0.321 0.610  0.6169
H35 3.972 -1.681 -0.324  0.0048
H36 5.435 -1.199 -2.102  0.3142
H37 6.225 -0.034 -1.043  0.3549
H38 4.219 2.771 -2.192  0.3936
H39 5.378 2.227 -0.983  0.2958
H40 2.423 2.184 -0.795  -0.7948
H41 3.609 1.843 0.470  0.3377
H42 1.580 0.253 -2.219  -1.6332
H43 2.461 -1.254 -2.088  0.0365
H44 3.215 1.157 -3.649  0.3746
H45 3.871 -0.475 -3.743  0.3875
Br1 3.918 2.800 4.614  -0.0923
C20 3.684 1.112 3.836  -0.8865
C21 4.382 0.008 4.284  -0.3345
C22 4.179 -1.199 3.631  -1.3047
C23 3.280 -1.259 2.584  -0.3255
N3 2.579 -0.198 2.171  1.2089
C24 2.797 0.973 2.790  -1.3080
H46 5.073 0.091 5.114  0.5131
H47 4.717 -2.088 3.931  0.5307
H48 3.126 -2.189 2.049  0.4457
H49 2.267 1.840 2.424  1.2742
C25 0.851 -2.620 -5.415  -0.8053
C26 1.446 -3.431 -4.457  -0.6726
C27 1.112 -3.287 -3.114  -0.6699
C28 0.173 -2.333 -2.717  0.9000
C29 -0.434 -1.537 -3.687  -0.3210
C30 -0.097 -1.679 -5.030  -0.8367
Sb1 -0.288 -2.084 -0.638  -0.4912
C31 -2.394 -1.997 -0.847  0.9008
C32 -3.162 -1.280 0.074  -0.4667
C33 -4.540 -1.192 -0.078  -0.4564
C34 -5.157 -1.820 -1.153  -0.7833
C35 -4.399 -2.553 -2.060  -0.7416
C36 -3.019 -2.643 -1.912  -0.4957
C37 -0.006 -4.108 -0.085  1.3811
C38 -1.088 -4.980 -0.003  -0.8950
C39 -0.869 -6.325 0.282  -0.6985
C40 0.420 -6.799 0.488  -0.7499
C41 1.501 -5.929 0.420  -0.7996
C42 1.287 -4.586 0.137  -0.2402
H50 1.116 -2.728 -6.459  0.4181
H51 2.164 -4.188 -4.756  0.4725
H52 1.572 -3.944 -2.384  0.4425
H53 -1.195 -0.816 -3.413  0.3597
H54 -0.586 -1.062 -5.775  0.4992
H55 -2.682 -0.803 0.920  -0.0580
H56 -5.133 -0.642 0.644  0.5325
H57 -6.230 -1.745 -1.282  0.4369
H58 -4.883 -3.061 -2.886  0.4482
H59 -2.441 -3.220 -2.625  0.5488
H60 -2.101 -4.623 -0.152  0.4639
H61 -1.712 -7.003 0.340  0.4494
H62 0.584 -7.848 0.703  0.4226
H63 2.507 -6.295 0.587  0.4711
H64 2.141 -3.912 0.092  0.3810

- Relative energy (zero: lowest compared OMol25 entry of this formula, charge and spin): 0.00 kJ/mol
- Total charge: +2
- Expectation value of S²: 6.0128
- Molecular weight: 1125.34 Da
- Kohn-Sham gap (spin up / spin down): 0.286 / 0.256 Eh
- DFT total energy: -12986.0055 hartree
- HOMO energy (spin up / spin down): -12.6 / -12.6 eV
- LUMO level (spin up / spin down): -0.17872 / -0.20885 hartree
- Spin multiplicity: 5